129
Properties=species:S:1:pos:R:3:forces:R:3:lowdin_charge:R:1 method="wB97M-V/def2-TZVPD" lumo_energy_ev=-0.060 multiplicity=1 homo_lumo_gap_ev=9.84 relative_energy_kj_mol=293.09
O 2.0208 2.2704 -37.0767 -0.031 -0.252 -0.046 -0.0520
H 1.4068 2.9982 -36.9785 -0.224 0.239 -0.032 0.0147
H 2.8639 2.6287 -36.7990 0.223 0.059 0.056 0.0291
O -0.9787 4.8712 -37.7724 0.246 0.238 0.028 -0.0504
H -1.2964 4.5744 -36.9196 -0.168 -0.089 0.257 0.0220
H -1.1284 4.1276 -38.3563 -0.108 -0.273 -0.249 0.0209
O -2.7414 2.1886 -39.9976 0.237 0.082 0.220 -0.0485
H -3.1087 2.8833 -40.5441 -0.119 0.235 -0.126 0.0288
H -3.2863 1.4239 -40.1832 -0.158 -0.282 -0.035 0.0246
C -1.5848 8.0476 -34.0984 -0.188 -0.554 0.904 -0.0562
C -0.2573 7.9818 -33.3362 0.239 -0.435 -1.840 -0.4945
C 0.7498 6.9684 -33.8860 -0.285 0.082 -0.599 -0.0636
O 0.3547 9.2378 -33.4637 0.908 1.341 1.175 -0.0651
H -2.0893 8.9475 -33.7466 -0.167 0.038 -0.247 0.0775
H -2.2373 7.2039 -33.8736 0.001 -0.113 0.085 0.0727
H -1.4677 8.0522 -35.1820 0.293 0.221 0.001 0.0811
H -0.3490 7.7679 -32.2713 -0.480 0.312 0.044 0.1349
H 0.3332 5.9731 -34.0411 0.119 -0.247 0.685 0.0723
H 1.6468 7.0300 -33.2698 -0.075 -0.516 0.043 0.0778
H 1.0574 7.2427 -34.8951 -0.036 0.388 -0.095 0.0751
H 0.1740 9.7308 -34.2673 -0.338 -0.541 -0.168 0.0906
C -11.9964 3.7123 -35.0941 0.609 0.248 -0.581 -0.0690
C -12.8197 3.9651 -33.8431 -0.132 -1.374 0.330 -0.4810
C -13.3811 5.3508 -33.6501 -0.529 -0.248 -0.874 -0.0488
O -13.9202 3.0130 -33.8228 -0.077 0.716 -0.180 -0.0685
H -12.4963 3.7788 -36.0604 -0.854 -0.104 0.264 0.0809
H -11.5592 2.7152 -35.0423 0.103 -0.060 0.006 0.0732
H -11.1832 4.4150 -35.2759 0.279 0.127 0.664 0.0761
H -12.2229 3.6628 -32.9825 0.411 0.346 0.138 0.1251
H -14.3374 5.2849 -33.1314 0.213 0.034 0.328 0.0809
H -13.6337 5.6910 -34.6544 0.021 0.528 0.012 0.0787
H -12.7001 6.0456 -33.1586 -0.036 -0.117 -0.090 0.0802
H -13.5667 2.1637 -34.0975 0.005 -0.123 -0.031 0.0718
C -5.2604 3.2614 -35.8475 -1.174 -0.328 1.008 -0.0541
C -4.6957 2.3765 -34.7762 1.885 -0.271 -0.267 -0.5225
C -5.3365 1.0188 -34.6641 -0.723 0.103 -0.132 -0.0590
O -3.3287 2.1836 -35.1239 1.033 -0.141 0.282 -0.0734
H -4.7733 4.2354 -35.8930 -0.026 -0.189 -0.073 0.0857
H -6.2924 3.3510 -35.5083 -0.435 0.570 -0.759 0.0787
H -5.2023 2.7055 -36.7833 -0.140 0.305 -0.210 0.0860
H -4.6275 2.8534 -33.7985 -0.367 0.172 0.021 0.1400
H -6.3888 1.1754 -34.4273 -0.111 -0.415 0.314 0.0795
H -4.8248 0.3747 -33.9489 -0.175 0.245 0.204 0.0845
H -5.3108 0.4886 -35.6161 0.050 0.094 -0.253 0.0802
H -3.3351 1.7563 -35.9835 0.220 -0.102 -0.181 0.0770
C -2.5704 -5.3035 -36.2004 -1.656 0.826 0.296 -0.0765
C -1.3654 -4.4824 -35.7667 0.748 -2.350 2.025 -0.4483
C -1.1480 -4.3217 -34.2115 -1.108 0.924 -1.213 -0.0406
O -0.2781 -5.2909 -36.1711 1.786 0.484 -1.539 -0.0888
H -3.5086 -4.9697 -35.7572 -0.209 0.753 -0.184 0.0676
H -2.6588 -6.3498 -35.9081 1.109 -0.191 0.019 0.0788
H -2.6498 -5.2196 -37.2843 -0.088 -0.221 0.029 0.0787
H -1.3237 -3.5393 -36.3115 0.122 -0.074 0.125 0.1376
H -0.4578 -3.5170 -33.9580 0.047 0.049 -0.303 0.0703
H -0.7225 -5.2264 -33.7773 -0.461 -0.129 -0.039 0.0731
H -2.1239 -4.0459 -33.8121 0.075 -0.222 0.618 0.0667
H -0.2369 -6.1187 -35.6866 -0.366 0.157 0.166 0.0814
C -12.0247 -0.7364 -38.3411 1.445 0.158 -0.478 -0.0634
C -12.3835 -1.8045 -37.3398 0.792 -1.058 -0.344 -0.5171
C -11.2362 -2.5379 -36.5811 -0.650 0.810 -0.186 -0.0398
O -13.1617 -1.1611 -36.3819 -0.808 0.063 1.469 -0.0518
H -12.9017 -0.2166 -38.7270 -0.047 -0.259 -0.117 0.0795
H -11.3799 -1.0824 -39.1489 -0.367 -0.355 -0.378 0.0714
H -11.3844 0.0267 -37.8985 -0.181 0.126 0.520 0.0768
H -12.9225 -2.6194 -37.8231 -0.468 0.057 -0.250 0.1281
H -10.6618 -1.7578 -36.0816 0.391 -0.274 0.073 0.0763
H -10.6258 -3.2083 -37.1861 0.123 0.480 -0.357 0.0717
H -11.6697 -3.1990 -35.8307 -0.212 0.260 0.127 0.0743
H -14.0504 -1.0175 -36.7152 -0.004 0.023 -0.070 0.0949
C -0.8532 2.1254 -30.4012 -1.000 -1.052 -0.941 -0.0689
C 0.3128 1.1508 -30.2570 -0.060 0.704 -0.349 -0.4916
C 1.4207 1.2707 -31.3513 -0.464 0.351 0.712 -0.0411
O 0.7970 1.4258 -28.9764 1.306 -0.226 1.173 -0.0621
H -1.5059 1.7936 -31.2086 0.118 0.427 -0.583 0.0725
H -0.5659 3.1694 -30.5264 0.150 -0.065 -0.090 0.0798
H -1.5277 2.0236 -29.5510 0.366 0.130 0.357 0.0786
H -0.0753 0.1358 -30.1725 0.055 -0.088 -0.317 0.1343
H 1.6099 2.3270 -31.5421 -0.348 0.199 -0.336 0.0672
H 1.1508 0.7544 -32.2726 0.018 0.130 0.006 0.0743
H 2.4025 0.9462 -31.0067 -0.250 -0.623 0.219 0.0715
H 0.9937 2.3646 -28.9382 0.104 0.121 0.133 0.0861
C -8.1838 5.0573 -42.2415 0.156 0.500 -1.088 -0.0668
C -7.1256 5.9144 -41.5638 -0.893 0.217 1.195 -0.5169
C -7.4823 6.0571 -40.0729 0.110 -0.599 -0.193 -0.0538
O -5.8357 5.3915 -41.6033 0.960 -0.826 -0.158 -0.0426
H -8.0298 5.0511 -43.3206 0.370 -0.204 -0.239 0.0711
H -9.1505 5.5586 -42.1934 -0.170 -0.236 0.569 0.0827
H -8.2108 4.0188 -41.9118 -0.089 0.170 0.327 0.0832
H -7.1090 6.9026 -42.0233 -0.169 0.210 -0.136 0.1298
H -8.2271 6.8439 -39.9531 0.121 -0.069 0.348 0.0798
H -6.6133 6.1488 -39.4213 0.162 0.836 -0.320 0.0750
H -7.8631 5.1012 -39.7134 -0.547 -0.054 -0.149 0.0714
H -5.6582 5.0190 -42.4701 0.005 0.030 -0.153 0.0881
C -7.3958 10.8416 -33.8060 -0.168 0.020 0.714 -0.0563
C -7.5726 9.9389 -35.0263 0.640 1.031 -0.152 -0.5033
C -8.8845 9.2408 -35.0996 -1.311 -1.569 0.690 -0.0726
O -7.5300 10.8119 -36.1308 -0.186 0.684 -1.496 -0.0601
H -6.6599 11.6395 -33.9052 0.480 -0.436 -0.517 0.0742
H -7.1424 10.3004 -32.8944 -0.216 -0.111 0.080 0.0737
H -8.2937 11.4384 -33.6460 -0.381 -0.359 0.093 0.0793
H -6.7594 9.2229 -35.1458 0.075 -0.215 0.397 0.1359
H -9.7816 9.8598 -35.0930 0.338 0.529 -0.020 0.0864
H -9.0234 8.5529 -34.2655 0.172 0.135 0.524 0.0753
H -9.0246 8.5418 -35.9242 0.521 0.358 -0.527 0.0766
H -6.6745 10.8204 -36.5663 0.039 -0.084 0.212 0.0909
C -7.5874 5.4385 -30.6518 -0.316 -0.003 0.498 -0.0515
C -8.6095 5.1911 -29.4891 1.282 -0.564 -2.000 -0.5006
C -8.6311 3.7200 -29.1703 -0.209 -0.438 1.057 -0.0748
O -8.2378 5.9624 -28.3631 -0.462 0.132 0.001 -0.0375
H -7.6674 6.4609 -31.0210 0.187 -0.002 0.043 0.0677
H -7.6617 4.7529 -31.4959 -0.717 -0.037 -0.029 0.0653
H -6.5715 5.2255 -30.3192 0.047 0.397 0.468 0.0763
H -9.6055 5.5113 -29.7949 -0.087 -0.039 -0.324 0.1298
H -8.8515 3.0696 -30.0168 -0.042 0.182 -0.053 0.0794
H -9.3566 3.5425 -28.3765 -0.320 -0.143 -0.098 0.0752
H -7.6978 3.4013 -28.7062 0.307 0.116 -0.291 0.0838
H -9.0901 6.3362 -28.1273 0.326 0.401 0.710 0.0869
C -7.7617 -1.2238 -42.0742 0.817 -0.142 0.495 -0.0480
C -6.9855 -1.3188 -40.7539 -0.659 -1.164 1.216 -0.4973
C -7.1071 -2.7626 -40.1735 -0.601 0.515 0.063 -0.0574
O -5.6159 -1.0318 -40.8649 0.498 0.445 -0.464 -0.0553
H -7.8591 -0.2061 -42.4521 -0.026 -0.042 0.110 0.0752
H -8.7317 -1.7101 -41.9702 -0.008 0.163 -0.132 0.0749
H -7.1389 -1.7919 -42.7652 -0.287 -0.075 -0.433 0.0790
H -7.3379 -0.6232 -39.9923 -0.290 0.127 -0.143 0.1323
H -6.7525 -2.8951 -39.1513 0.378 0.459 -0.047 0.0744
H -6.5547 -3.4647 -40.7980 -0.106 -0.102 -0.190 0.0775
H -8.1536 -3.0615 -40.1132 -0.078 -0.141 -0.321 0.0680
H -5.2391 -1.7874 -41.3218 0.394 0.006 -0.130 0.0803